Entry 1:
Molecular formula: C64H57Br2F8NO4
Method: DFT, wB97M-V/def2-TZVPD

HOMO: -9.10 eV
gap between HOMO and LUMO: 8.50 eV
SMILES string: C=CCN1C(=O)c2c(COC)cc(O)c([C@@H](Br)[C@@H](C)Br)c2C1=O.Fc1ccccc1.Fc1ccccc1.Fc1ccccc1.Fc1ccccc1.Fc1ccccc1.Fc1ccccc1.Fc1ccccc1.Fc1ccccc1
E_LUMO: -0.60 eV

Last column: Löwdin charge in e.
Cartesian coordinates (Å):
C -4.104 0.701 0.086  0.0266
C -3.032 0.654 -0.694  -0.1457
C -3.198 0.566 -2.194  -0.1247
N -3.969 -0.615 -2.652  0.0571
C -5.001 -0.308 -3.595  -0.3432
O -5.954 0.376 -3.338  0.1347
C -4.672 -1.008 -4.865  -0.0267
C -5.250 -0.935 -6.122  -0.1103
C -6.448 -0.071 -6.447  -0.1653
O -7.577 -0.837 -6.805  -0.1646
C -8.151 -1.556 -5.726  -0.0816
C -4.668 -1.706 -7.114  0.0815
C -3.568 -2.530 -6.881  -0.2814
O -3.040 -3.243 -7.921  -0.0332
C -2.998 -2.630 -5.604  -0.1596
C -1.816 -3.485 -5.216  -0.6371
Br -1.843 -5.245 -6.044  0.8556
C -0.460 -2.768 -5.325  -0.7434
C 0.744 -3.678 -5.218  -0.1844
Br -0.303 -1.639 -6.911  0.7550
C -3.582 -1.839 -4.629  -0.0148
C -3.194 -1.672 -3.196  -0.3343
O -2.394 -2.301 -2.552  0.1323
H -4.047 0.925 1.143  0.0442
H -5.094 0.535 -0.328  0.0679
H -2.039 0.659 -0.266  0.0799
H -2.225 0.590 -2.691  0.1267
H -3.730 1.460 -2.517  0.1284
H -6.659 0.617 -5.626  0.1205
H -6.208 0.536 -7.321  0.1343
H -9.048 -1.052 -5.361  0.0906
H -8.433 -2.547 -6.083  0.0895
H -7.458 -1.681 -4.892  0.0827
H -5.086 -1.668 -8.113  0.1430
H -2.752 -2.629 -8.605  0.1062
H -1.923 -3.687 -4.154  0.0788
H -0.446 -2.082 -4.478  0.0894
H 0.915 -4.249 -6.127  0.0594
H 0.598 -4.379 -4.394  0.0831
H 1.633 -3.090 -4.994  0.0787
F -1.875 1.411 1.997  0.0017
C -0.700 1.283 2.663  -0.2795
C -0.353 2.248 3.585  -0.0072
C 0.853 2.114 4.257  -0.0841
C 1.684 1.033 3.996  -0.0914
C 1.309 0.078 3.063  -0.0693
C 0.102 0.197 2.386  -0.0165
H -1.015 3.084 3.767  0.1197
H 1.145 2.857 4.986  0.1053
H 2.625 0.940 4.521  0.0982
H 1.956 -0.763 2.855  0.1067
H -0.214 -0.538 1.657  0.1168
F -0.032 -9.713 -8.373  0.0555
C -0.459 -8.706 -9.162  -0.2850
C -0.199 -8.765 -10.516  -0.0199
C -0.644 -7.726 -11.320  -0.0863
C -1.329 -6.653 -10.767  -0.0947
C -1.577 -6.617 -9.401  -0.0910
C -1.141 -7.653 -8.587  -0.0355
H 0.342 -9.608 -10.923  0.1164
H -0.453 -7.757 -12.385  0.1033
H -1.672 -5.846 -11.401  0.0992
H -2.107 -5.780 -8.965  0.0672
H -1.326 -7.655 -7.522  0.0736
F 3.880 3.255 4.272  0.0459
C 3.961 4.604 4.291  -0.2785
C 5.013 5.203 4.951  -0.0069
C 5.092 6.587 4.967  -0.0708
C 4.122 7.349 4.328  -0.0879
C 3.072 6.721 3.670  -0.0803
C 2.984 5.336 3.645  -0.0173
H 5.761 4.597 5.444  0.0943
H 5.915 7.058 5.482  0.0810
H 4.185 8.428 4.343  0.1022
H 2.313 7.311 3.173  0.1047
H 2.179 4.826 3.133  0.1131
F 7.720 7.918 6.115  0.0336
C 8.882 7.616 5.490  -0.2808
C 8.935 7.695 4.114  -0.0167
C 10.130 7.381 3.481  -0.0821
C 11.236 6.992 4.225  -0.0955
C 11.150 6.918 5.608  -0.0799
C 9.964 7.234 6.256  -0.0139
H 8.058 7.994 3.556  0.1167
H 10.195 7.441 2.403  0.1049
H 12.163 6.746 3.726  0.1008
H 12.008 6.610 6.190  0.1054
H 9.873 7.186 7.332  0.1156
F -4.196 0.063 4.789  0.0532
C -3.851 -1.197 4.447  -0.2780
C -3.086 -1.392 3.316  -0.0126
C -2.733 -2.688 2.970  -0.0727
C -3.151 -3.760 3.746  -0.0920
C -3.922 -3.537 4.878  -0.0820
C -4.276 -2.244 5.241  -0.0179
H -2.782 -0.548 2.718  0.0831
H -2.132 -2.860 2.087  0.1043
H -2.876 -4.768 3.464  0.0941
H -4.253 -4.371 5.482  0.1043
H -4.872 -2.045 6.121  0.1162
F -0.525 2.995 -0.883  0.0486
C -1.101 4.162 -0.516  -0.2779
C -2.016 4.155 0.517  -0.0124
C -2.601 5.358 0.887  -0.0753
C -2.271 6.534 0.226  -0.0981
C -1.349 6.509 -0.811  -0.0871
C -0.751 5.315 -1.189  -0.0192
H -2.263 3.228 1.011  0.0896
H -3.318 5.375 1.697  0.1062
H -2.733 7.468 0.517  0.0999
H -1.092 7.422 -1.331  0.1033
H -0.025 5.272 -1.990  0.1163
F -3.262 -8.191 3.202  0.0517
C -3.917 -7.806 2.087  -0.2940
C -5.283 -7.991 2.016  -0.0186
C -5.950 -7.586 0.869  -0.0834
C -5.252 -7.014 -0.185  -0.0953
C -3.878 -6.842 -0.091  -0.0812
C -3.201 -7.236 1.054  -0.0238
H -5.807 -8.444 2.847  0.1168
H -7.022 -7.719 0.801  0.1043
H -5.778 -6.702 -1.077  0.1004
H -3.329 -6.398 -0.910  0.1037
H -2.131 -7.104 1.150  0.1168
F 8.947 4.909 9.122  0.0503
C 8.633 3.768 8.474  -0.2863
C 9.518 2.710 8.519  -0.0174
C 9.187 1.540 7.848  -0.0828
C 7.994 1.446 7.144  -0.0925
C 7.124 2.527 7.114  -0.0845
C 7.439 3.699 7.786  -0.0201
H 10.444 2.806 9.068  0.1170
H 9.866 0.699 7.877  0.1046
H 7.745 0.534 6.620  0.1016
H 6.195 2.459 6.563  0.0975
H 6.772 4.551 7.783  0.1140


Entry 2:
Molecular formula: C64H59GeNP2SSeSn
Method: DFT, wB97M-V/def2-TZVPD

HOMO (alpha / beta): -2.89 / -4.50 eV
total charge: -1
gap between HOMO and LUMO (alpha / beta): 5.15 / 6.75 eV
E_LUMO (alpha / beta): 2.26 / 2.25 eV
spin multiplicity: 2

Last column: Löwdin charge in e.
Cartesian coordinates (Å):
Sn -0.465 0.654 1.100  0.8889
C 0.676 2.930 -1.057  -0.1045
N 0.544 2.957 0.387  -0.3597
C 1.794 3.349 1.008  -0.1230
C -0.505 3.896 0.764  -0.2286
C -1.874 3.403 0.389  -0.2893
C -2.856 4.319 0.053  -0.0612
C -4.148 3.900 -0.208  -0.1005
C -4.450 2.554 -0.126  -0.0915
C -3.464 1.640 0.203  -0.1270
C -2.151 2.032 0.456  -0.3353
H 0.942 3.918 -1.455  0.0955
H -0.272 2.620 -1.492  0.0879
H 1.447 2.219 -1.342  0.0433
H 2.096 4.362 0.707  0.0934
H 2.579 2.646 0.723  -0.0011
H 1.671 3.329 2.090  0.0779
H -0.314 4.891 0.333  0.1265
H -0.470 4.002 1.854  0.0770
H -2.616 5.376 0.031  0.1036
H -4.912 4.627 -0.458  0.0941
H -5.463 2.220 -0.308  0.0993
H -3.723 0.592 0.284  0.0700
Se -0.958 1.752 3.457  0.6199
C -0.194 0.818 4.957  -0.6314
C 0.327 1.558 6.015  -0.1478
C 0.806 0.917 7.141  -0.1052
C 0.755 -0.465 7.227  -0.1129
C 0.227 -1.202 6.181  -0.1121
C -0.242 -0.565 5.047  -0.1560
H 0.351 2.637 5.937  0.0886
H 1.222 1.499 7.953  0.0958
H 1.127 -0.966 8.110  0.0932
H 0.193 -2.281 6.245  0.1044
H -0.638 -1.135 4.219  0.0807
C 4.823 0.367 0.277  -0.5132
P 2.978 0.091 0.050  1.0057
C 2.876 -1.122 1.411  -0.4309
C 3.070 -2.488 1.315  -0.1272
C 2.965 -3.276 2.450  -0.0720
C 2.736 -2.695 3.685  -0.0792
C 2.588 -1.322 3.789  -0.0917
C 2.622 -0.542 2.650  -0.1487
C 2.955 -0.874 -1.500  -0.4305
C 1.896 -0.594 -2.360  -0.1667
C 1.779 -1.246 -3.572  -0.0838
C 2.724 -2.188 -3.941  -0.0925
C 3.782 -2.473 -3.096  -0.1077
C 3.902 -1.816 -1.883  -0.1348
P 5.260 2.097 -0.216  1.0130
C 7.074 1.932 -0.437  -0.3895
C 7.723 2.819 -1.294  -0.1050
C 9.100 2.812 -1.404  -0.0943
C 9.855 1.924 -0.654  -0.1035
C 9.219 1.046 0.206  -0.0944
C 7.840 1.056 0.324  -0.1011
C 4.791 2.060 -1.988  -0.4112
C 4.101 3.158 -2.489  -0.1270
C 3.740 3.210 -3.822  -0.0902
C 4.048 2.154 -4.661  -0.0846
C 4.734 1.056 -4.169  -0.0762
C 5.117 1.013 -2.842  -0.0948
H 5.413 -0.375 -0.264  0.0345
H 5.033 0.284 1.349  0.0459
H 3.272 -2.936 0.354  0.0720
H 3.055 -4.348 2.360  0.1015
H 2.669 -3.311 4.570  0.0978
H 2.430 -0.867 4.753  0.0896
H 2.467 0.530 2.718  0.0910
H 1.134 0.111 -2.055  0.0783
H 0.943 -1.033 -4.222  0.1066
H 2.619 -2.720 -4.877  0.1009
H 4.516 -3.217 -3.378  0.1054
H 4.730 -2.067 -1.231  0.1036
H 7.133 3.512 -1.878  0.1008
H 9.587 3.506 -2.075  0.0985
H 10.932 1.924 -0.738  0.0956
H 9.803 0.352 0.795  0.0991
H 7.364 0.376 1.014  0.0931
H 3.859 3.971 -1.817  0.0897
H 3.213 4.072 -4.206  0.0993
H 3.757 2.189 -5.701  0.0996
H 4.965 0.228 -4.823  0.1042
H 5.673 0.163 -2.476  0.1043
S 0.597 -2.708 -0.477  0.6415
C 1.104 -4.350 -0.242  -0.6586
C 2.071 -4.866 -1.106  -0.1292
C 2.619 -6.112 -0.888  -0.1041
C 2.176 -6.891 0.171  -0.1204
C 1.180 -6.404 1.002  -0.1039
C 0.650 -5.144 0.809  -0.1280
H 2.397 -4.250 -1.931  0.0715
H 3.391 -6.483 -1.553  0.0932
H 2.617 -7.864 0.346  0.0866
H 0.828 -7.013 1.824  0.0978
H -0.116 -4.760 1.465  0.0975
C -2.444 -7.109 -0.620  -0.1112
C -2.833 -6.472 0.545  -0.1050
C -2.742 -5.096 0.648  -0.1271
C -2.279 -4.322 -0.406  -0.3500
C -1.888 -4.980 -1.567  -0.1465
C -1.965 -6.356 -1.679  -0.0937
Ge -2.076 -2.325 -0.228  0.8596
C -3.104 -1.748 -1.881  -0.3041
C -2.977 -0.460 -2.378  -0.1348
C -3.794 -0.006 -3.397  -0.0990
C -4.736 -0.853 -3.957  -0.1131
C -4.853 -2.153 -3.494  -0.0998
C -4.040 -2.590 -2.462  -0.1251
C -3.432 -2.014 1.265  -0.3330
C -2.956 -2.038 2.568  -0.1622
C -3.764 -1.702 3.638  -0.0931
C -5.074 -1.319 3.405  -0.1020
C -5.574 -1.321 2.114  -0.0979
C -4.759 -1.672 1.050  -0.1249
H -2.528 -8.185 -0.705  0.0906
H -3.212 -7.049 1.379  0.0936
H -3.045 -4.605 1.564  0.0871
H -1.519 -4.396 -2.401  0.1013
H -1.650 -6.846 -2.592  0.0960
H -2.243 0.207 -1.939  0.0760
H -3.710 1.016 -3.742  0.0971
H -5.382 -0.495 -4.746  0.0909
H -5.590 -2.819 -3.927  0.0948
H -4.142 -3.600 -2.087  0.0919
H -1.924 -2.333 2.732  0.0859
H -3.370 -1.726 4.646  0.0976
H -5.704 -1.013 4.229  0.0934
H -6.606 -1.043 1.937  0.0955
H -5.158 -1.677 0.043  0.0950


Q: Number 2 is which compound?
A: C64H59GeNP2SSeSn